Entry from the Open Molecules 2025 dataset: a cluster of 3 separate species, C4H15NO2 in total in a non-equilibrium geometry (ωB97M-V/def2-TZVPD).

Structure (XYZ):
```
22
Properties=species:S:1:pos:R:3:forces:R:3
C 1.6308 -0.8982 -1.8156 0.55 -0.08 1.19
C 0.4036 -0.7386 -0.8794 0.59 0.26 -0.42
C -0.8346 -1.2726 -1.5748 -1.41 0.75 -0.73
C -2.1892 -0.7261 -1.0916 -0.74 0.67 -0.24
N 0.2626 0.6678 -0.4508 0.16 -0.35 -0.51
H 2.5119 -0.5602 -1.2479 -0.04 -0.37 -0.08
H 1.6717 -0.2741 -2.7150 -0.74 -0.11 0.05
H 1.7693 -1.9471 -2.0846 0.07 0.08 -0.13
H 0.5530 -1.3107 0.0416 0.21 -0.07 -0.11
H -0.8515 -2.3643 -1.5225 0.22 0.14 -0.31
H -0.8447 -0.9277 -2.6211 0.67 -0.58 0.05
H -2.8592 -1.4654 -0.6538 0.34 0.14 0.70
H -2.8289 -0.3113 -1.8806 0.38 -0.49 -0.63
H -2.0724 0.2135 -0.5508 0.05 -0.53 0.90
H 1.0478 0.9039 0.1464 0.18 0.00 -0.05
H 0.3748 1.2224 -1.2963 -0.22 0.32 0.23
H 2.1404 2.0764 2.6832 0.55 0.36 -0.03
H 0.7692 1.5223 2.8261 -0.29 -0.37 0.06
O 1.6940 1.3060 3.0227 -0.33 -0.03 -0.13
H -1.2981 0.2962 2.4356 -0.20 0.06 0.32
H -0.6943 0.7416 1.1363 -0.02 0.43 -0.60
O -1.0654 1.0981 1.9594 0.01 -0.26 0.48
```
Forces are in eV/Å.

Results
HOMO-LUMO gap (eV): 10.9
Energy above the lowest of the compared OMol25 structures with the same formula, charge and spin (kcal per mole): 18.26
LUMO (eV): 0.844
F_max (eV/Å): 1.754
SMILES: CC[C@@H](C)N.O.O
Charge: 0
HOMO (eV): -10.026